Entry 1:
Computed, not measured: C15H23ClORu as an isolated structure at a distorted geometry, with ωB97M-V/def2-TZVPD.

Output
E_HOMO (spin up / spin down) = -0.533 / -0.589 Ha
ΔE to the lowest compared entry with this formula, charge and spin = 0.0 kcal per mole
E_LUMO (spin up / spin down) = -8.064 / -11.370 eV
HOMO-LUMO gap (spin up / spin down) = 6.44 / 4.65 eV
total charge = +2
multiplicity = 5

CARTESIAN COORDINATES (ANGSTROEM)
C  -0.5304  -4.3079  -0.4662
C  -1.3116  -4.8552  0.7332
C  -1.3028  -4.6309  -1.7498
C  0.8349  -5.0020  -0.5195
Cl  -0.3017  -2.4468  -0.3043
H  -1.4309  -5.7258  -1.8477
H  -0.7611  -4.2798  -2.6324
H  -2.2990  -4.1803  -1.7320
H  -1.4467  -5.9482  0.6218
H  -2.3045  -4.4019  0.7993
H  -0.7715  -4.6803  1.6680
H  0.6953  -6.0944  -0.6288
H  1.3993  -4.8288  0.4011
H  1.4212  -4.6535  -1.3741
C  -1.5152  3.0058  0.7076
C  -1.5789  2.4455  -0.6182
C  -1.7549  1.0035  -0.4694
H  -1.6418  3.0027  -1.5467
C  -1.6367  0.7006  0.9445
C  -1.5702  1.9503  1.6549
H  -1.5573  2.0792  2.7302
H  -1.4947  4.0785  0.9192
H  -2.0657  0.3332  -1.2526
H  -1.6528  -0.2961  1.3660
C  2.6448  1.7679  -0.1307
C  1.9896  2.8375  -0.8088
C  1.0389  2.2783  -1.7373
H  2.1961  3.9021  -0.7008
C  1.1671  0.8268  -1.6669
C  2.0986  0.5240  -0.6005
H  2.3596  -0.4770  -0.2741
H  3.4322  1.8883  0.6046
H  0.4545  2.8269  -2.4666
H  0.7499  0.1259  -2.3788
Ru  0.1703  1.5827  -0.0270
C  0.9016  5.2618  2.0306
O  0.9968  3.8196  2.0760
H  -0.1568  5.5472  2.1227
H  1.2849  5.6448  1.0745
H  1.4698  5.7328  2.8616
H  1.7796  3.6427  2.6173

These are the Löwdin partial charges, in e, on atoms 1 to 6: atom 1 (C): -0.874, atom 2 (C): -0.109, atom 3 (C): -0.111, atom 4 (C): -0.111, atom 5 (Cl): 0.541, atom 6 (H): 0.107

=====

Entry 2:
Computed, not measured: C15H23ClOTc as an isolated structure at a distorted geometry, with ωB97M-V/def2-TZVPD.

Output
E_HOMO (spin up / spin down) = -0.568 / -0.616 Ha
ΔE to the lowest compared entry with this formula, charge and spin = 0.0 kcal per mole
E_LUMO (spin up / spin down) = -7.295 / -9.834 eV
HOMO-LUMO gap (spin up / spin down) = 8.15 / 6.92 eV
total charge = +2
multiplicity = 4

CARTESIAN COORDINATES (ANGSTROEM)
C  0.1663  0.3834  -3.6961
C  1.5528  0.9248  -4.0195
C  -0.0558  -0.9743  -4.3503
C  -0.9246  1.3664  -4.0997
Cl  0.0629  0.1917  -1.7277
H  -0.0194  -0.8982  -5.4426
H  -1.0314  -1.3858  -4.0889
H  0.7114  -1.6905  -4.0533
H  1.6727  1.1041  -5.0919
H  2.3298  0.2196  -3.7204
H  1.7322  1.8710  -3.5085
H  -0.9141  1.5552  -5.1772
H  -0.7924  2.3258  -3.5986
H  -1.9129  0.9791  -3.8474
C  1.5356  -1.5702  2.7023
C  0.7128  -2.3501  1.8257
C  0.8819  -1.8580  0.4866
H  0.1084  -3.1912  2.1306
C  1.8792  -0.8104  0.5329
C  2.2929  -0.6579  1.8932
H  3.0608  0.0220  2.2479
H  1.6581  -1.7284  3.7739
H  0.4736  -2.3073  -0.4158
H  2.2436  -0.2474  -0.3163
C  -2.0349  0.8447  1.9949
C  -1.9329  -0.3191  2.8402
C  -1.8112  -1.4677  1.9898
H  -2.0493  -0.3416  3.9222
C  -1.7521  -1.0159  0.6207
C  -1.9066  0.4240  0.6341
H  -1.9256  1.0753  -0.2349
H  -2.1819  1.8609  2.3327
H  -1.8094  -2.4937  2.3361
H  -1.7650  -1.6446  -0.2602
Tc  -0.0347  -0.3429  1.6151
C  0.0136  2.1022  4.2082
O  0.6580  1.4359  3.1061
H  -0.5932  2.9191  3.8127
H  0.7700  2.4901  4.8949
H  -0.6259  1.3870  4.7257
H  1.5566  1.8127  3.0232

These are the Löwdin partial charges, in e, on atoms 1 to 6: atom 1 (C): -0.747, atom 2 (C): -0.100, atom 3 (C): -0.093, atom 4 (C): -0.101, atom 5 (Cl): 0.624, atom 6 (H): 0.110

=====

Entry 3:
Computed, not measured: C15H23CoIN2Si as an isolated structure at a distorted geometry, with ωB97M-V/def2-TZVPD.

Output
E_HOMO (spin up / spin down) = -0.251 / -0.236 Ha
E_LUMO (spin up / spin down) = -0.540 / -0.261 eV
HOMO-LUMO gap (spin up / spin down) = 6.29 / 6.17 eV
total charge = 0
multiplicity = 4

CARTESIAN COORDINATES (ANGSTROEM)
C  -4.1956  0.3113  0.6635
C  -3.8190  1.6809  1.1315
H  -4.5907  0.2894  -0.3472
H  -4.9523  -0.1166  1.3204
H  -3.3482  -0.3914  0.7108
H  -2.7636  1.8966  1.0161
H  -4.3681  2.4580  0.5819
H  -4.1582  1.8499  2.1507
C  -0.0972  -2.0002  -2.0207
C  0.4687  -3.0557  -2.7170
C  1.8271  -2.9989  -3.0345
C  2.6044  -1.9319  -2.5944
H  -1.1447  -1.9510  -1.7054
H  -0.1705  -3.8709  -3.0451
H  2.2607  -3.7930  -3.6444
H  3.6482  -1.8320  -2.8782
N  0.6592  -0.9154  -1.7370
C  2.0363  -0.9045  -1.8538
C  2.5660  0.3415  -1.3306
N  1.5384  1.1360  -0.8763
C  1.7605  2.3390  -0.2799
C  4.0682  2.2072  -0.9339
C  3.0272  2.9074  -0.3299
H  0.8883  2.8131  0.1622
H  3.1729  3.9084  0.0583
C  3.8271  0.9213  -1.4313
H  4.5930  0.3797  -1.9684
H  5.0553  2.6673  -1.0259
Co  0.0939  0.7836  -1.8664
I  -1.5778  1.8975  -3.0693
C  -2.2451  -0.6956  3.0707
Si  -0.9592  -0.3345  1.7292
C  0.1038  1.0318  2.4548
C  0.0242  -1.9053  1.4625
H  -2.8556  0.1819  3.3265
H  -1.6486  -0.9865  3.9477
H  -2.9026  -1.5282  2.7810
H  0.1142  0.8609  3.5432
H  1.1285  1.0048  2.0624
H  -0.3308  2.0227  2.2388
H  -0.4987  -2.6024  0.7921
H  1.0140  -1.7008  1.0370
H  0.1465  -2.3752  2.4486

These are the Löwdin partial charges, in e, on atoms 1 to 6: atom 1 (C): -0.198, atom 2 (C): -0.188, atom 3 (H): 0.065, atom 4 (H): 0.069, atom 5 (H): 0.000, atom 6 (H): 0.034

=====

Entry 4:
Computed, not measured: C15H23CrN3O3S as an isolated structure, with ωB97M-V/def2-TZVPD.

Output
E_HOMO (spin up / spin down) = -0.532 / -0.543 Ha
ΔE to the lowest compared entry with this formula, charge and spin = 0.0 kcal per mole
E_LUMO (spin up / spin down) = -5.845 / -6.002 eV
HOMO-LUMO gap (spin up / spin down) = 8.64 / 8.77 eV
total charge = +2
multiplicity = 5

CARTESIAN COORDINATES (ANGSTROEM)
Cr  -0.1401  -0.7495  -0.7053
C  -2.2090  0.7677  1.5520
O  -1.2517  -0.2655  1.2921
C  -1.3535  -1.3640  2.1928
C  -0.2536  -2.3318  1.8207
O  -0.2134  -2.5496  0.3910
C  -1.1829  -3.4731  -0.1615
C  -2.3478  -2.7177  -0.7570
O  -1.7995  -1.6749  -1.5814
C  -2.7742  -1.1025  -2.4838
H  -2.0252  1.2150  2.5296
H  -3.2231  0.3637  1.5204
H  -2.0904  1.5151  0.7710
H  -2.3467  -1.8181  2.1146
H  -1.2145  -1.0320  3.2255
H  -0.3682  -3.2878  2.3310
H  0.7227  -1.9167  2.0683
H  -1.5166  -4.1662  0.6106
H  -0.6555  -4.0303  -0.9342
H  -2.9950  -2.2679  -0.0004
H  -2.9441  -3.3930  -1.3737
H  -3.1536  -1.8873  -3.1354
H  -2.2670  -0.3450  -3.0716
H  -3.5875  -0.6544  -1.9126
C  -0.8360  4.2378  -1.2344
N  0.2343  3.5098  -0.5530
C  1.0631  4.0300  0.4260
C  1.9308  3.0670  0.7738
N  1.6318  1.9485  -0.0059
C  0.5781  2.2432  -0.8183
S  -0.1865  1.2654  -1.9933
C  2.4639  0.8008  -0.0702
C  3.8339  0.9683  0.0307
C  4.6437  -0.1538  0.0043
C  4.0620  -1.4037  -0.1372
C  2.6911  -1.4770  -0.2533
N  1.8889  -0.3964  -0.2131
H  -0.9289  5.2148  -0.7706
H  -1.7707  3.6903  -1.1379
H  -0.5912  4.3527  -2.2877
H  0.9467  5.0341  0.7935
H  2.7115  3.0572  1.5125
H  4.2597  1.9586  0.1014
H  5.7176  -0.0473  0.0778
H  4.6553  -2.3056  -0.1712
H  2.1913  -2.4288  -0.3769

These are the Löwdin partial charges, in e, on atoms 1 to 6: atom 1 (Cr): 0.678, atom 2 (C): -0.029, atom 3 (O): -0.269, atom 4 (C): -0.160, atom 5 (C): -0.109, atom 6 (O): -0.254

=====

Entry 5:
Computed, not measured: C15H23F3NO2PPb as an isolated structure at a distorted geometry, with ωB97M-V/def2-TZVPD.

Output
E_HOMO (spin up / spin down) = -0.555 / -0.572 Ha
ΔE to the lowest compared entry with this formula, charge and spin = 0.0 kcal per mole
E_LUMO (spin up / spin down) = -9.993 / -9.471 eV
HOMO-LUMO gap (spin up / spin down) = 5.10 / 6.08 eV
total charge = +2

CARTESIAN COORDINATES (ANGSTROEM)
C  0.0387  3.1934  -2.0026
C  1.1925  2.6851  -1.4124
C  1.2473  1.3465  -0.9757
C  0.1677  0.5045  -1.2428
C  -1.0360  1.0500  -1.6882
C  -1.0958  2.3892  -2.0992
C  2.5052  0.9374  -0.2474
C  2.4813  1.1768  1.2866
N  1.2566  0.8121  1.9530
Pb  0.2297  -1.8089  -1.8208
C  -2.2897  0.1911  -1.7630
P  -2.7380  -0.4652  -0.1319
H  2.0853  3.3076  -1.2893
H  -2.0346  2.7590  -2.5175
H  0.0145  4.2241  -2.3585
H  -2.1870  -0.6501  -2.4813
H  -3.1515  0.7952  -2.0911
H  2.7531  -0.1191  -0.4413
H  3.3293  1.5568  -0.6344
H  3.2856  0.5785  1.7457
C  -4.0552  -1.6410  -0.3272
C  -3.2407  0.9160  0.8733
H  2.6780  2.2486  1.4718
C  0.2202  1.7946  2.1109
C  1.3245  -0.2042  2.9649
H  -0.6201  -1.9774  -0.0555
H  0.4271  2.4583  2.9759
H  0.1416  2.4121  1.2027
H  -0.7355  1.2779  2.2979
H  1.7476  0.1939  3.9074
H  0.3178  -0.5912  3.1725
H  1.9770  -1.0180  2.6135
H  -4.2274  1.2470  0.5287
H  -3.3138  0.6012  1.9212
H  -2.5398  1.7548  0.7867
H  -4.9785  -1.1183  -0.6146
H  -3.7963  -2.3861  -1.0920
H  -4.1975  -2.1450  0.6378
H  -1.6242  -1.1080  0.5508
F  3.3025  -5.4779  -0.8213
C  2.4379  -4.4505  -0.9439
F  1.9468  -4.4869  -2.2418
F  1.3574  -4.7167  -0.1335
C  3.0292  -3.0426  -0.5995
O  4.1384  -2.9599  -0.1066
O  2.2288  -2.0448  -0.8677

These are the Löwdin partial charges, in e, on atoms 1 to 6: atom 1 (C): -0.023, atom 2 (C): -0.012, atom 3 (C): -0.256, atom 4 (C): -0.212, atom 5 (C): -0.358, atom 6 (C): -0.016

=====

Entry 6:
Computed, not measured: C15H23F5HgNP as an isolated structure at a distorted geometry, with ωB97M-V/def2-TZVPD.

Output
E_HOMO = -0.260 Ha
ΔE to the lowest compared entry with this formula, charge and spin = 0.0 kcal per mole
E_LUMO = 0.406 eV
HOMO-LUMO gap = 7.48 eV
total charge = 0

CARTESIAN COORDINATES (ANGSTROEM)
C  0.4929  0.4177  -4.9069
C  1.5844  0.0038  -4.1473
C  1.5136  -0.0263  -2.7404
C  0.3207  0.3315  -2.1162
C  -0.7502  0.8160  -2.8748
C  -0.6793  0.8160  -4.2682
C  2.7135  -0.5396  -1.9857
C  3.0793  0.1239  -0.6373
N  3.5537  1.4516  -0.6829
Hg  0.0235  -0.0383  -0.0205
C  -1.9940  1.3544  -2.1880
P  -1.4806  1.9979  -0.5501
H  2.5185  -0.3101  -4.6185
H  -1.5535  1.1549  -4.8268
H  0.5558  0.4368  -5.9971
H  -2.7468  0.5657  -2.0279
H  -2.4632  2.1754  -2.7458
H  2.5644  -1.6088  -1.7526
H  3.6016  -0.4824  -2.6331
H  2.2430  0.0573  0.1044
C  -2.9620  2.4417  0.3763
C  -0.6322  3.5284  -1.0152
H  3.8823  -0.4760  -0.1660
C  3.0655  2.4782  -1.5519
C  4.3377  1.8969  0.4373
H  -0.3285  -0.3400  1.8086
H  3.8418  3.2565  -1.5962
H  2.8682  2.1059  -2.5583
H  2.1444  2.9601  -1.1784
H  4.9884  2.7158  0.1149
H  3.7217  2.2617  1.2740
H  4.9383  1.0586  0.8055
H  -1.3593  4.2419  -1.4290
H  -0.1714  3.9488  -0.1119
H  0.1480  3.3419  -1.7630
H  -3.6082  3.1211  -0.2024
H  -3.5230  1.5330  0.6444
H  -2.6396  2.9445  1.3022
H  0.3105  0.2025  1.8399
F  -0.8322  -2.3074  -1.9916
C  -1.1175  -1.9668  -0.7007
F  -2.4508  -1.6229  -0.6481
C  -0.8278  -3.1812  0.1742
F  -1.4249  -4.3193  -0.2539
F  0.5262  -3.3990  0.1694
F  -1.2222  -2.9568  1.4583

These are the Löwdin partial charges, in e, on atoms 1 to 6: atom 1 (C): -0.080, atom 2 (C): -0.053, atom 3 (C): -0.291, atom 4 (C): -0.257, atom 5 (C): -0.336, atom 6 (C): -0.055

=====

Energy
In order: -33058.1043 -32678.2927 -72512.1009 -65784.7341 -44182.1211 -44465.1963
Unit: eV